This record from the Open Molecules 2025 dataset describes the molecule C3H4N2O. The level of theory is the ωB97M-V functional and the def2-TZVPD basis.

Structure (XYZ):
```
10
C3H4N2O the ωB97M-V functional and the def2-TZVPD basis
C -1.343 -0.497 0.012
C 0.088 -0.169 -0.181
C 0.774 0.967 -0.458
N 2.014 0.825 0.113
N 2.119 -0.306 0.651
O 0.924 -0.989 0.464
H -1.591 -1.540 -0.190
H -2.011 0.178 -0.521
H -1.467 -0.340 1.085
H 0.492 1.871 -0.976
```

Calculated values
- relative energy (zero: lowest compared OMol25 entry of this formula, charge and spin) (kcal per mole) = 54.7
- calculated total energy (eV) = -8201.5130
- SMILES = Cc1cnno1

Atomic partial charges in e from the Löwdin method, atoms 1 to 6: -0.01 -0.34 -0.08 0.02 0.03 0.00

=====

This record from the Open Molecules 2025 dataset describes the molecule C3H4N2O. The level of theory is the ωB97M-V functional and the def2-TZVPD basis.

Structure (XYZ):
```
10
C3H4N2O the ωB97M-V functional and the def2-TZVPD basis
O 1.882 0.403 -0.485
C 0.587 0.124 -0.264
C -0.364 -0.574 -0.960
C -1.587 -0.597 -0.199
N -1.224 0.036 0.930
N 0.053 0.613 0.894
H 2.145 -0.039 -1.302
H -0.232 -1.007 -1.945
H -1.867 0.447 1.589
H 0.607 0.594 1.742
```

Calculated values
- relative energy (zero: lowest compared OMol25 entry of this formula, charge and spin) (kcal per mole) = 70.7
- calculated total energy (eV) = -8200.8203

Atomic partial charges in e from the Löwdin method, atoms 1 to 6: 0.10 -0.40 -0.10 -0.09 -0.07 0.08

=====

This record from the Open Molecules 2025 dataset describes the molecule C3H4N2O. The level of theory is the ωB97M-V functional and the def2-TZVPD basis.

Structure (XYZ):
```
10
C3H4N2O the ωB97M-V functional and the def2-TZVPD basis
N 1.517 -0.382 -0.626
C 0.307 0.195 -0.385
C -0.564 1.154 -0.299
C -1.078 -0.226 -0.042
N -1.282 -0.741 1.325
O -0.251 -0.767 1.955
H 1.826 -0.975 0.134
H 2.246 0.203 -1.003
H -0.893 2.174 -0.407
H -1.800 -0.694 -0.720
```

Calculated values
- relative energy (zero: lowest compared OMol25 entry of this formula, charge and spin) (kcal per mole) = 117.2
- calculated total energy (eV) = -8198.8010
- SMILES = NC1=C[C@@H]1N=O

Atomic partial charges in e from the Löwdin method, atoms 1 to 6: 0.12 -0.31 0.06 -0.24 -0.02 -0.02

=====

Taking the records one at a time from the top gives maximum force values of 0.6, 0.5, 0.6 eV Å⁻¹.
Taking the records one at a time from the top gives highest occupied orbital energy values of -10.1, -8.2, -8.7 eV.
Taking the records one at a time from the top gives LUMO energy values of 0.76, 0.57, 0.25 eV.